{
  "formula": "C3H8BNO2",
  "method": "ωB97M-V with the def2-TZVPD basis set",
  "e_lumo_ha": 0.0104,
  "charge": 0,
  "total_energy_ha": -349.23625,
  "orbital_gap_ev": 8.71,
  "elements": ["B", "C", "C", "C", "N", "O", "O", "H", "H", "H", "H", "H", "H", "H", "H"],
  "positions_angstrom": [[1.557, -0.134, 0.023], [-1.458, -0.325, -0.013], [-1.650, 1.116, -0.185], [0.414, -0.692, 0.897], [-2.193, -1.254, -0.337], [1.834, 1.207, 0.049], [2.276, -1.017, -0.730], [-0.791, 1.524, -0.720], [-2.573, 1.325, -0.731], [-1.682, 1.596, 0.794], [0.203, -0.192, 1.831], [0.362, -1.767, 0.991], [-1.909, -2.213, -0.183], [2.602, 1.479, -0.456], [3.008, -0.653, -1.230]],
  "forces_ev_per_a": [[-0.2105, -0.1543, 0.2493], [3.6954, -0.9506, 1.3572], [-0.1527, 0.5054, -0.0814], [-3.1907, 0.5391, -1.3723], [-0.8951, -0.2030, -0.3464], [-0.0662, 0.4498, 0.1169], [0.1465, -0.4307, -0.2112], [-0.0692, 0.0545, 0.0544], [0.0618, -0.0377, 0.0586], [0.0273, 0.0430, -0.0317], [0.1242, 0.1063, 0.2238], [0.0461, -0.1702, 0.0462], [0.3359, 0.1076, 0.1695], [0.0608, 0.0562, -0.1096], [0.0864, 0.0846, -0.1233]]
}